Density functional theory data (the ωB97M-V functional and the def2-TZVPD basis) for a cluster of 2 separate species, C9H13F8N2O3 in total at a distorted geometry.

Last columns: bonded neighbours and bond lengths (Å).
CARTESIAN COORDINATES (ANGSTROEM)
1 C 2.84 -0.85 -2.66  C2 1.617, H9 1.140, H10 1.151, H11 1.133
2 C 1.58 -0.70 -3.65  C1 1.617, O3 1.232, N4 1.479
3 O 1.81 -0.86 -4.85  C2 1.232
4 N 0.29 -0.32 -3.03  C2 1.479, N5 1.406, C6 1.479
5 N 0.16 1.06 -2.78  N4 1.406, H12 1.046, H13 1.035, H14 1.040
6 C -0.91 -0.93 -3.65  N4 1.479, C7 1.616, O8 1.232
7 C -2.12 -1.30 -2.65  C6 1.616, H15 1.146, H16 1.133, H17 1.148
8 O -1.10 -1.13 -4.85  C6 1.232
9 H 3.67 -0.11 -2.91  C1 1.140
10 H 2.48 -0.55 -1.60  C1 1.151
11 H 3.17 -1.93 -2.65  C1 1.133
12 H -0.10 1.17 -1.77  N5 1.046
13 H -0.56 1.53 -3.35  N5 1.035
14 H 1.09 1.52 -2.87  N5 1.040
15 H -3.00 -0.58 -2.78  C7 1.146
16 H -2.42 -2.39 -2.77  C7 1.133
17 H -1.75 -1.19 -1.57  C7 1.148
18 C -0.15 0.76 4.24  C19 1.545, O25 1.441, H32 1.092, H33 1.093
19 C -0.23 -0.76 3.95  C18 1.545, C20 1.532, F23 1.354, F24 1.363
20 C 0.83 -1.33 3.00  C19 1.532, F21 1.351, F22 1.355, H34 1.093
21 F 0.82 -0.76 1.78  C20 1.351
22 F 0.62 -2.65 2.81  C20 1.355
23 F -1.48 -1.05 3.52  C19 1.354
24 F -0.08 -1.39 5.15  C19 1.363
25 O -1.00 1.63 3.47  C18 1.441, C26 1.405
26 C -0.55 2.03 2.19  O25 1.405, C27 1.537, F30 1.346, F31 1.350
27 C -1.42 1.46 1.06  C26 1.537, F28 1.345, F29 1.370, H35 1.091
28 F -1.51 0.12 1.11  C27 1.345
29 F -0.88 1.77 -0.16  C27 1.370
30 F 0.75 1.73 2.06  C26 1.346
31 F -0.63 3.38 2.16  C26 1.350
32 H -0.51 0.89 5.26  C18 1.092
33 H 0.88 1.12 4.26  C18 1.093
34 H 1.84 -1.21 3.42  C20 1.093
35 H -2.43 1.86 1.11  C27 1.091

Computed properties:
* spin multiplicity: 1
* LUMO level: -4.28 eV
* charge: +1
* HOMO: -14.08 eV
* orbital gap: 9.800 eV
* strongest force on any atom: 4.8 eV/A